The following is a quantum chemistry calculation of a single C10H16SSi molecule at a distorted geometry, from the Open Molecules 2025 dataset.

The value obtained for the HOMO-LUMO gap is 9.85 eV. Its spin multiplicity is 1. Its SMILES is CC(C)(C)[Si@H](S)c1ccccc1. For the max |F|, the calculation gives 0.08827 Eh/bohr. Its total charge is 0. The calculation puts the energy relative to the best compared isomer or geometry (same formula, charge and spin) at 167.8 kJ/mol.

Atoms and positions in Å:
Si (-0.4345, 1.2322, 0.3015)
H (1.1022, 0.4186, -1.8546)
C (-1.1124, -1.6082, 0.3428)
H (4.7606, -0.9806, 0.0728)
C (1.8314, 0.0955, -0.9812)
C (3.4492, -0.0365, 1.3448)
H (-3.2790, 1.1688, 0.8654)
C (1.4553, 0.5828, 0.2448)
S (-0.6633, 2.6688, -1.2847)
H (4.1179, -0.1022, 2.2054)
H (-0.7693, 1.6389, -2.1557)
C (2.1317, 0.4753, 1.4272)
H (-2.8739, 0.8221, -1.3899)
H (-3.0474, -0.0113, 2.0471)
H (-3.8963, -0.5619, 0.5587)
H (-1.8470, -2.4048, 0.4621)
H (-0.7870, 2.0223, 1.6135)
C (-3.0094, 0.0982, 0.9592)
H (3.6953, -0.5192, -2.0152)
C (-2.3670, -0.1523, -1.3023)
H (-3.0129, -0.9699, -1.5235)
C (-1.7354, -0.1574, 0.0945)
H (-0.2988, -1.6883, -0.4027)
H (1.7493, 0.7014, 2.3609)
H (-0.5314, -1.5346, 1.2815)
C (3.1833, -0.3555, -1.1124)
C (3.8866, -0.4039, 0.0218)
H (-1.6977, -0.4383, -2.1818)


The following is a quantum chemistry calculation of C47H58ClFNO4SSbSe4Zr as an isolated structure at a distorted geometry, from the Open Molecules 2025 dataset.

The value obtained for the HOMO-LUMO gap is 5.49 eV. Its spin multiplicity is 1. For the max |F|, the calculation gives 0.02398 Eh/bohr. Its total charge is -2. The calculation puts the energy relative to the best compared isomer or geometry (same formula, charge and spin) at 105.6 kJ/mol.

Atoms and positions in Å:
C (3.7404, 0.3036, -1.1489)
H (0.4482, 3.8593, -3.4002)
H (-1.5974, -2.5881, 5.1103)
C (-2.9871, -2.2955, -1.2426)
H (3.4329, 1.5864, 1.1871)
C (0.7450, 1.8226, -2.9009)
C (3.9848, -3.0527, -0.8233)
H (-3.1934, -0.9337, 4.0100)
H (-2.9844, -3.4072, 5.8387)
Se (2.9927, -4.7613, -6.6398)
C (-0.8851, -2.8797, 0.0316)
H (4.6857, 0.8051, -0.9261)
C (2.3244, 3.6094, -2.3805)
Se (1.7089, -5.2812, -2.1368)
C (2.8282, 0.3155, 4.8571)
H (3.8842, 0.0986, 4.6840)
C (-0.1816, -6.4215, 0.1538)
S (1.4754, -6.5642, -0.1899)
O (2.7378, -2.3303, -0.9335)
H (-5.5525, 1.3690, 0.7166)
H (2.3228, -0.6293, 5.0594)
H (-4.8350, -4.2845, 4.5073)
C (-2.8038, -0.8092, -1.4596)
H (-1.9917, 3.7814, 0.2858)
C (1.2479, -3.3177, 1.2940)
C (2.6779, 5.0941, -2.4375)
C (-3.9170, -1.7479, 3.9289)
C (-2.9751, -2.7579, 1.2194)
C (4.0047, 5.3938, -1.7410)
C (-0.5495, 1.4192, -3.5494)
C (-2.3636, -3.0223, 2.4407)
H (-5.0536, 4.2780, -0.0143)
C (-0.2481, -3.1569, 1.2432)
H (-5.3528, 3.0227, -1.2310)
H (4.2059, 6.4676, -1.7822)
H (1.4703, 5.6036, -0.7036)
H (-4.5167, -1.7726, 4.8443)
H (3.9793, 2.2707, 3.3099)
C (-2.2714, -2.6849, 0.0267)
C (2.2169, 1.0297, 3.6446)
H (3.9811, 5.0928, -0.6917)
H (-4.0918, -0.2371, 0.1293)
C (3.1250, -0.2214, 0.1231)
C (3.1554, 2.6437, -1.8306)
H (4.1186, 2.9183, -1.4171)
H (4.1939, -3.5094, -1.7810)
H (0.2706, 1.7967, 3.0550)
H (-1.8249, -4.3254, 4.8717)
H (4.8370, 4.8781, -2.2232)
H (2.4857, 2.9565, 2.6596)
C (-3.1992, -3.0882, 3.7174)
N (-1.2978, -6.3822, 0.4509)
H (3.5548, 4.9646, -4.4217)
H (-1.9434, 2.9502, -1.7764)
H (3.0507, 6.6029, -3.9615)
H (-2.1007, 2.5764, 1.5652)
Cl (-0.6068, -4.0019, -3.9278)
H (-1.3433, -1.8679, -5.2093)
H (-0.4530, -3.4484, 3.3314)
Se (4.4988, -1.9288, -4.2544)
H (0.5865, 1.8888, 4.7988)
H (1.6022, -3.8998, 0.4468)
O (-0.1747, -2.8161, -1.0954)
C (-1.9158, -0.3431, -2.4100)
C (-2.2154, 1.9024, -1.6944)
C (-4.5762, 3.5328, -0.6572)
C (-2.3445, -3.3691, 4.9532)
C (1.8240, -1.1246, 2.3916)
C (1.1240, 3.1570, -2.9202)
H (1.8286, 6.9796, -1.7658)
C (-0.9893, -3.2198, 2.4181)
H (-5.1601, 2.6791, 1.8349)
C (2.7886, 5.5419, -3.9012)
C (-1.9877, -1.3192, -4.5341)
Zr (0.8890, -2.3319, -2.7321)
C (0.7240, 1.2776, 3.9016)
C (-2.6828, 3.2730, 0.9589)
C (2.5708, -1.4899, 0.1618)
H (4.7765, -2.3469, -0.5685)
H (-0.3511, 0.5967, -4.2337)
H (-4.0469, -2.5363, -1.1319)
C (-3.7810, 2.5285, 0.1872)
Se (3.8405, -6.0137, -2.6564)
C (-1.5932, 1.0011, -2.5408)
C (1.5809, 5.9139, -1.7447)
H (-3.7550, -5.1644, 3.4036)
H (2.7761, 2.9680, 4.4019)
H (0.6151, 5.7814, -2.2340)
C (-4.2425, -4.2062, 3.5902)
C (2.8103, 1.2963, -1.7887)
C (2.9078, 2.3839, 3.4875)
C (-4.7305, 1.8962, 1.2048)
C (3.0191, 0.5873, 1.2494)
H (1.5114, -3.8581, 2.2060)
H (3.9446, -0.5110, -1.8455)
H (-0.9195, 2.2661, -4.1328)
H (-4.9243, -4.0170, 2.7600)
O (-1.3135, -1.2430, -3.2687)
C (-3.4175, 0.1311, -0.6331)
H (1.8464, 5.3933, -4.4306)
H (1.2865, -1.4917, 3.2602)
Sb (2.8420, -3.6651, -4.5290)
H (-2.5892, -2.8483, -2.0935)
H (-4.5821, -1.5186, 3.0947)
H (-2.9365, -1.8442, -4.4031)
O (1.2059, -0.4070, -2.1561)
C (1.5764, 0.8671, -2.2939)
H (-3.9289, 4.0560, -1.3624)
H (-3.1251, 4.0229, 1.6215)
C (2.3719, 0.1545, 2.4011)
H (3.8815, -3.8181, -0.0508)
H (0.1837, 0.3400, 4.0399)
H (2.7449, 0.9434, 5.7492)
H (-2.1684, -0.3072, -4.9033)
C (1.9104, -1.9620, 1.2877)
H (-4.0504, -2.6065, 1.1770)
C (-3.1381, 1.4886, -0.7311)
F (1.0154, -1.5604, -4.5599)
H (-4.2103, 1.1892, 1.8541)


The following is a quantum chemistry calculation of a 2-piece molecular cluster, C3H3ClI2O overall at a distorted geometry, from the Open Molecules 2025 dataset.

The value obtained for the HOMO-LUMO gap is 7.09 eV. Its spin multiplicity is 1. For the max |F|, the calculation gives 0.08128 Eh/bohr. Its total charge is 0. The calculation puts the energy relative to the best compared isomer or geometry (same formula, charge and spin) at 433.2 kJ/mol.

Atoms and positions in Å:
H (-0.2147, 0.5000, -0.5714)
H (-0.4150, -0.7541, 1.9714)
O (0.6266, -2.3974, 1.2928)
Cl (0.6891, 3.3471, -1.5989)
C (0.1376, -0.5693, -0.1399)
H (0.8765, -3.0501, 0.6372)
C (0.1078, -1.2065, 1.0185)
C (-0.1010, 2.5660, -0.3430)
I (0.5214, -1.4510, -2.1033)
I (-2.2284, 3.0153, -0.1634)


The following is a quantum chemistry calculation of F3NOS2 as an isolated structure at a distorted geometry, from the Open Molecules 2025 dataset.

The value obtained for the HOMO-LUMO gap is 8.98 eV. Its spin multiplicity is 1. For the max |F|, the calculation gives 0.05526 Eh/bohr. Its total charge is 0. The calculation puts the energy relative to the best compared isomer or geometry (same formula, charge and spin) at 128.7 kJ/mol.

Atoms and positions in Å:
F (-1.6260, 0.0830, 0.3098)
N (1.5317, 2.2470, 0.9337)
S (-0.6566, -0.9301, -0.7160)
F (-1.4834, -2.3875, -0.3841)
S (1.6406, 1.0732, 0.1488)
O (0.5474, -1.1553, 0.0917)
F (-0.0201, 0.9061, -1.1656)